The following is a DFT calculation (ωB97M-V with the def2-TZVPD basis set) of C19H21BrFN2O9Ti as an isolated structure.

Geometry (Å):
1 C 5.00 -1.05 3.84
2 H -1.00 3.79 -1.12
3 C -2.23 -4.42 0.46
4 H 1.59 2.49 -0.87
5 C -1.60 -2.42 1.65
6 H 3.85 0.15 -2.40
7 C -1.64 -3.14 0.42
8 O -1.12 1.89 1.59
9 H -1.54 3.90 1.32
10 C 1.37 1.14 -2.57
11 C 2.99 -1.16 2.54
12 H -0.70 -3.11 -2.85
13 H 5.77 -1.54 4.42
14 H -1.99 -2.95 2.53
15 C 3.08 0.22 2.40
16 H 0.17 3.41 1.07
17 H 0.66 3.12 -2.26
18 Ti -0.67 0.08 0.32
19 C 2.07 0.99 1.61
20 C -1.72 -4.72 -1.88
21 O 1.12 0.27 1.11
22 H 4.23 1.96 2.91
23 H -1.53 2.63 3.47
24 H 2.18 -1.70 2.07
25 C 0.87 2.23 -1.66
26 C -0.84 1.94 2.98
27 C 4.14 0.89 3.01
28 H 3.40 1.02 -0.91
29 H 2.14 1.56 -3.23
30 H -0.98 0.94 3.37
31 N 5.08 0.27 3.71
32 O -0.37 1.81 -1.06
33 Br 3.93 -3.67 3.51
34 H 3.45 -0.75 -0.92
35 O -2.89 -7.16 -1.65
36 O -1.16 -1.28 1.83
37 C -1.17 2.89 -0.54
38 H -2.21 2.57 -0.66
39 C 3.21 0.13 -1.51
40 C -1.14 -3.49 -1.94
41 H -1.78 -5.35 -2.76
42 O -3.34 -6.88 0.44
43 C 3.97 -1.79 3.27
44 N -2.89 -6.50 -0.63
45 H -2.66 -4.80 1.38
46 F -2.44 0.24 -0.12
47 H 0.54 0.80 -3.19
48 O -0.48 -1.51 -0.88
49 C -2.28 -5.18 -0.68
50 C -1.07 -2.64 -0.79
51 C -0.87 3.12 0.92
52 O 1.85 0.01 -1.89
53 H 0.19 2.27 3.15
54 O 2.13 2.21 1.52

* highest occupied orbital energy (alpha / beta): -8.27 / -8.96 eV
* multiplicity: 2
* E_LUMO (alpha / beta): -0.64 / -0.63 eV
* energy relative to the best compared isomer or geometry (same formula, charge and spin): 0.0 kcal/mol
* gap between HOMO and LUMO (alpha / beta): 0.280 / 0.306 Eh

Atomic partial charges in e from the Mulliken method, atoms 1 to 5:
1 C -0.15
2 H 0.53
3 C -0.42
4 H 0.24
5 C -0.27